25
Properties=species:S:1:pos:R:3:forces:R:3 method="wB97M-V/def2-TZVPD" fmax_ev_per_a=1.59 gap_ha=0.391 smiles=CCO[Si](C)(CCl)OCC energy_ha=-1137.86085 spin_multiplicity=1
Cl -2.1660 2.5394 0.4544 -0.5 0.5 -0.2
Si -0.4104 0.2455 0.9777 0.7 1.0 -0.4
O 0.0726 0.0182 -0.6140 -0.5 -0.4 0.8
O -0.2642 -1.1675 1.8300 -0.5 0.8 -0.8
C -2.1875 0.8236 0.9193 0.4 -0.5 -0.5
C 0.6960 0.7486 -2.7845 0.2 0.1 -0.7
C -0.0985 1.0605 -1.5563 0.3 0.5 0.1
C 0.7800 -2.0031 1.3571 1.4 -0.5 0.5
C 0.3885 -2.8609 0.1715 -0.8 -0.1 0.2
C 0.6564 1.7066 1.5912 -0.3 -1.3 -0.7
H 0.3382 -0.1711 -3.2244 -0.1 -0.4 -0.1
H 1.3752 1.8763 0.7748 0.1 0.1 0.6
H 1.1257 1.4838 2.5336 0.5 0.0 0.3
H 1.6691 -1.3645 1.0931 -0.6 -0.6 0.2
H -1.1491 1.1971 -1.8335 0.0 -0.1 0.2
H 0.2424 1.9975 -1.1002 -0.1 0.1 -0.2
H 1.0672 -2.6421 2.2191 0.0 0.3 -0.5
H -0.4506 -3.5258 0.4205 0.2 0.2 0.1
H 0.6008 1.5241 -3.5532 -0.1 0.0 0.2
H 1.7578 0.6373 -2.5940 0.2 -0.1 0.3
H 0.0880 -2.2330 -0.6579 0.0 0.0 -0.1
H 0.0420 2.5781 1.6916 -0.2 0.5 0.1
H -2.6404 0.7503 1.8811 -0.6 -0.1 0.6
H 1.2042 -3.4869 -0.1502 0.5 -0.2 0.0
H -2.7375 0.2679 0.1532 -0.1 0.1 0.3